The molecule C3H8BNO4. Source: the Open Molecules 2025 dataset; level of theory: the ωB97M-V functional and the def2-TZVPD basis.

Last column: Mulliken charge in e.
Geometry (Å):
C 2.87 -0.54 -0.32  -1.0714
C 1.64 -0.01 0.42  -0.1411
O 0.85 0.79 -0.46  -0.3865
B -0.50 0.79 -0.33  0.4304
O -1.21 1.88 -0.81  -0.5180
N -1.24 -0.40 0.16  -0.2329
C -2.53 -0.18 0.60  0.5700
O -2.84 0.71 1.36  -0.5296
O -3.43 -1.14 0.21  -0.5092
H 2.83 -1.61 -0.46  0.3003
H 2.91 -0.08 -1.30  0.3135
H 3.79 -0.26 0.19  0.3001
H 1.07 -0.83 0.83  0.3060
H 1.96 0.60 1.25  0.2647
H -1.38 2.49 -0.09  0.3307
H -1.19 -1.16 -0.51  0.2334
H -3.60 -1.06 -0.73  0.3394

Values from the calculation:
SMILES: CCOB(O)NC(=O)O
ΔE to the lowest compared entry with this formula, charge and spin (kJ/mol): 0.0
HOMO energy (eV): -10.724
Kohn-Sham gap (eV): 11.015
Lowest unoccupied orbital energy (eV): 0.291